(1)
C16H12AlCl3N3O6S2Se | ωB97M-V with the def2-TZVPD basis set

* lowest unoccupied orbital energy: -3.32 eV
* HOMO: -12.2 eV
* molar mass: 618.7 g mol⁻¹
* total charge: +1
* orbital gap: 8.874 eV

Structure (XYZ):
```
44
Properties=species:S:1:pos:R:3:forces:R:3
Al -0.9862 1.7708 -0.3631 0.649 -0.748 0.294
O 1.9172 3.0923 -1.4018 0.761 0.361 0.771
S 0.9119 2.9276 -2.3777 -1.304 -1.157 0.442
O 0.8118 3.8502 -3.4419 -0.523 0.446 -0.456
O -0.5199 2.8145 -1.6350 1.561 0.685 -1.643
C 1.2280 1.2878 -3.1699 -0.664 1.328 0.386
C 1.7269 1.3957 -4.4486 -0.071 1.279 -1.111
C 2.0421 0.2476 -5.1543 -0.054 -0.616 0.176
C 1.8948 -1.0041 -4.5830 0.464 -0.561 -0.328
C 1.4716 -1.1009 -3.2561 -0.478 -1.904 -0.677
C 1.0665 0.0281 -2.5918 0.857 0.186 -0.123
S 0.4786 -0.1951 -0.9935 -1.286 0.478 0.494
O 0.8221 -1.4517 -0.4474 0.155 -0.670 -0.002
O 0.8823 0.9895 -0.2058 -0.163 0.036 0.438
O -1.0375 0.0681 -1.0931 0.517 -0.276 0.303
H 1.8091 2.3913 -4.9836 -0.093 -1.295 1.082
H 2.3904 0.3045 -6.1640 0.134 0.192 -0.414
H 2.1408 -1.9009 -5.1998 -0.251 0.767 0.838
H 1.3337 -2.1104 -2.7949 0.250 1.121 -0.332
Cl -5.6739 1.4615 1.5634 0.015 0.037 -0.047
C -5.5029 1.8280 -0.1606 0.119 -0.338 0.067
Cl -6.0725 3.4123 -0.5521 -0.353 0.704 -0.056
Cl -6.2459 0.6066 -1.1534 -0.361 -0.447 -0.251
C -4.0760 1.8089 -0.4729 1.263 0.219 0.264
N -2.9379 1.8558 -0.5974 -1.079 0.067 0.039
C 2.1208 0.7921 2.5747 -0.556 1.003 1.314
N 0.8454 0.0998 2.7875 1.195 -1.182 -0.785
C -0.3480 0.5317 2.4801 -2.382 0.093 0.575
Se -1.0696 2.2450 2.0104 0.524 -0.092 0.089
N -1.2710 -0.4618 2.6789 1.479 -0.281 0.139
C -0.5833 -1.6505 3.0164 0.117 0.500 -0.184
C -1.0224 -2.9745 3.1324 1.524 0.365 0.737
C -0.0160 -3.9186 3.3747 0.562 -0.274 -0.107
C 1.3977 -3.5744 3.4228 -2.783 -0.884 -0.204
C 1.7366 -2.2595 3.2266 2.742 0.061 -0.111
C 0.7772 -1.3013 3.0657 -2.106 0.670 -0.367
H 1.9238 1.8788 2.4594 0.150 -0.842 -0.354
H 2.6845 0.3438 1.7835 0.061 -0.042 -0.668
H 2.6729 0.6827 3.5053 0.159 -0.034 0.041
H -2.2339 -0.2367 2.8771 -0.028 -0.127 -0.332
H -2.0681 -3.1947 3.1468 -0.366 -0.354 -0.203
H -0.3075 -4.9883 3.4681 0.296 0.974 0.030
H 2.0857 -4.4154 3.5615 0.000 0.750 -0.114
H 2.7997 -1.9761 3.1065 -0.650 -0.198 0.349
```
Forces are in eV/Å.

---

(2)
C3H10N2O3 | ωB97M-V with the def2-TZVPD basis set

* lowest unoccupied orbital energy: 0.34 eV
* SMILES: c1c[nH]cn1.O.O.O
* HOMO: -9.5 eV
* molar mass: 122.1 g mol⁻¹
* orbital gap: 9.791 eV

Structure (XYZ):
```
18
Properties=species:S:1:pos:R:3:forces:R:3
C -0.4376 -1.4217 1.1793 -0.449 0.509 -1.038
C -0.8255 -0.4094 0.3236 1.135 -0.602 0.410
N -0.3049 0.7906 0.7680 -0.323 0.025 0.082
C 0.2901 0.5332 1.9128 0.091 -0.323 -1.013
N 0.2676 -0.8021 2.1539 0.125 0.045 1.166
H -0.4785 -2.4924 1.0861 -0.224 0.021 0.136
H -1.2698 -0.5325 -0.6511 -0.239 0.200 0.092
H 0.8671 1.2355 2.4873 -0.144 0.037 0.208
H 0.5495 -1.2487 3.0115 0.182 0.076 -0.082
H -1.6448 1.8466 -1.0823 0.034 -0.234 0.350
H -0.5774 2.8942 -1.4244 -0.882 -0.184 -0.128
O -1.5470 2.7241 -1.4427 0.614 0.611 -0.364
H 1.3295 1.5346 -1.9462 0.362 0.822 -0.445
H 0.9154 1.9502 -0.6531 0.061 0.618 0.618
O 1.3385 2.3642 -1.4281 -0.358 -1.533 0.077
H 1.3074 -2.8965 -1.4890 0.013 0.303 -0.229
H -0.2616 -2.7838 -1.6023 1.057 -0.380 0.252
O 0.4820 -3.2862 -1.2032 -1.054 -0.012 -0.091
```
Forces are in eV/Å.